Here is a cluster of 10 separate species, C52H58N10O4 in total at a distorted geometry from the OMol25 dataset. Energies are from ωB97M-V/def2-TZVPD.

```
124
Properties=species:S:1:pos:R:3:forces:R:3:mulliken_charge:R:1
H 3.32401 7.51173 -4.81886 0.0 0.0 0.0 0.3945
C 4.18789 -6.92835 6.44698 0.0 0.0 0.0 -0.6626
C 5.92129 5.12227 -0.59463 -0.2 0.0 -0.1 0.0177
H -3.64440 1.89237 1.68469 -0.3 -0.4 -0.1 0.2643
H 1.98744 -5.49207 -0.71706 0.0 0.0 0.0 0.3660
H 5.02752 4.65837 -0.19591 0.3 0.0 0.2 0.3713
H 7.25875 4.38895 0.91427 0.0 0.0 0.0 0.4073
N -2.47747 -4.79234 4.20114 0.0 0.0 0.0 -0.5422
H -4.08956 -7.88246 5.11714 0.0 0.0 0.0 0.4682
H -0.55842 0.96637 -0.17643 -0.1 -0.1 -0.3 0.0601
H 2.07404 -3.02413 -4.13270 0.0 0.0 0.0 0.3741
H 3.85998 5.77106 -3.10408 0.0 0.1 0.0 0.4170
H 1.50172 2.31595 1.10877 0.0 0.0 -0.1 0.3726
H -7.40318 -9.80753 3.18798 0.0 0.0 0.0 0.3452
C -7.39409 0.41839 -2.45211 0.0 0.0 0.0 -0.2893
H -3.77729 -9.96186 6.44034 0.0 0.0 0.0 0.3596
H -2.79111 -3.82933 0.46856 0.0 0.0 0.0 0.4407
C -2.70959 -5.71020 3.26584 0.0 0.0 0.1 -0.2893
H 1.11564 4.01357 1.35456 0.1 -0.1 -0.1 0.3279
C 3.45908 -4.16645 1.84791 0.0 -0.1 -0.1 -0.0496
H 3.91998 -4.51745 2.76296 -0.1 0.1 0.0 0.3536
H -2.16383 -2.80170 4.57527 0.0 0.0 0.0 0.3789
C 3.58865 -6.37397 7.56622 0.0 0.0 0.0 -0.1220
C -5.92894 1.96173 -1.37874 0.0 0.2 0.0 -0.2203
H 9.23683 5.51153 -0.12969 0.0 0.0 0.0 0.3885
C -2.35692 -3.52971 3.79479 0.0 0.0 0.0 -0.3600
C 8.25245 5.59803 -0.57125 0.0 0.0 0.0 -0.2970
C 2.89820 5.79329 -3.60555 0.0 -0.2 0.1 -0.0280
H 5.72448 2.19978 -1.02370 0.0 -0.1 0.1 0.3070
C -2.46215 -3.12680 2.47077 0.0 0.0 0.0 -0.1256
N 2.04380 4.83480 -3.23870 0.0 0.0 0.0 -0.1366
N -5.34681 -10.96528 5.58217 0.0 0.0 0.0 -0.5654
C -6.58722 -9.79664 3.89763 0.0 0.0 0.0 -0.3741
C -5.77462 -8.68371 4.04169 0.0 0.0 0.0 -0.2418
C -4.74490 -8.72926 4.96675 0.0 0.0 0.0 -0.1904
C -6.33229 -10.90643 4.68943 0.0 0.0 0.0 -0.1744
H -1.78561 3.61714 -0.37703 0.0 -0.2 0.1 0.2699
O 3.15630 0.87810 0.31392 1.0 1.0 0.0 -0.3729
O -3.49604 1.67952 0.75235 0.7 0.4 0.3 -0.3267
C 0.35827 3.22163 -0.49262 -0.2 0.0 0.4 0.0510
C -2.83149 -5.41954 1.91585 0.0 0.0 0.0 -0.5907
C 2.38144 -4.70510 -0.08197 0.0 0.0 0.1 -0.4284
C 1.43099 3.27796 0.60126 -0.3 0.2 0.0 -0.8518
C 2.93390 -5.15978 7.43726 0.0 0.0 0.0 -0.5618
C 0.85205 4.81091 -3.83268 0.0 0.0 0.0 -0.2860
H 1.08262 7.44864 -5.92010 0.0 0.0 0.0 0.3941
O -2.18629 -0.11610 1.24663 -0.2 1.1 -0.6 -0.6227
H 3.79376 -2.08693 2.26127 0.0 0.0 0.0 0.3952
C -7.21354 2.70166 -3.10196 0.0 0.1 0.0 -0.2183
N -1.39958 1.54062 -0.15999 0.0 -0.3 1.0 0.1238
H -6.10312 -0.09611 -0.80439 0.0 0.0 0.0 0.3997
H 2.44895 -4.69124 8.28252 0.0 0.0 0.0 0.3519
C 2.52575 -1.30958 -2.91757 -0.1 0.1 -0.2 -0.7464
N -5.18438 6.63121 -5.53036 0.0 0.0 0.0 -0.5695
H -2.35506 -2.08569 2.19627 0.0 -0.1 0.0 0.5526
C 2.79736 3.68447 0.03606 -0.7 0.2 0.3 -0.8972
H -0.36712 -2.90627 -3.61521 0.0 0.0 0.0 0.4209
H 4.70629 -7.87582 6.49908 0.0 0.0 0.0 0.3449
C -4.10606 7.40168 -5.41589 0.0 0.0 0.0 -0.3001
H 6.12177 1.36436 0.49451 0.0 0.1 -0.2 0.3389
C -6.44394 0.67780 -1.47880 0.0 0.0 0.0 -0.4368
C -2.70515 -4.09896 1.51380 0.0 0.0 0.0 -0.2625
H -2.79696 -6.73145 3.62038 0.0 0.0 -0.1 0.4850
H -7.51074 3.53191 -3.73169 0.0 0.0 0.0 0.3801
N 3.48307 -5.07185 5.10781 0.0 0.0 0.1 -0.2680
H 4.56102 -6.64174 4.34670 0.0 0.0 0.0 0.3599
C 2.59634 6.75470 -4.55984 0.0 0.0 0.0 -0.5967
C 5.41023 1.41076 -0.33882 0.0 -0.3 0.3 -1.0196
H 5.39286 0.43288 -0.82759 0.0 0.2 0.1 0.3183
H 2.70257 -1.34963 0.14675 0.0 -0.1 0.1 0.2925
H -7.82045 -0.57064 -2.56027 0.0 0.0 0.0 0.3786
C 0.32735 -2.19053 -3.19763 0.0 0.0 -0.1 -0.5693
H 1.76464 -3.10759 -1.37740 0.1 -0.2 0.4 0.2090
C 6.78335 6.41327 -2.26169 0.0 0.0 0.1 -0.2012
H -6.20094 5.02150 -4.78785 0.0 -0.1 0.0 0.2026
C -4.57383 -9.88892 5.70827 0.0 0.0 0.0 -0.3661
H -5.18911 2.19388 -0.62467 0.0 0.0 0.0 0.5503
H -2.53016 5.97125 -2.80053 0.0 0.0 0.0 0.5049
H 3.58983 -1.32199 -3.10920 0.0 0.0 0.0 0.3676
C -7.79123 1.45460 -3.28137 0.0 0.0 0.0 -0.5546
C 8.06212 6.33544 -1.73091 0.0 0.0 0.0 -0.5703
C -2.32227 0.95252 0.67615 0.1 -0.7 0.0 0.3318
H 0.18090 4.01750 -3.51817 0.0 0.0 0.0 0.4593
H -2.27195 7.86782 -4.40699 0.0 0.0 0.0 0.4273
C 1.68206 -2.25265 -3.48263 0.0 0.2 -0.3 -0.4716
C 1.35239 6.71754 -5.16862 0.0 0.0 0.0 -0.3344
H -4.02659 8.21518 -6.12902 0.0 0.0 0.0 0.3666
H 2.83541 3.57041 -1.05620 0.1 -0.2 0.2 0.5661
C -4.39526 5.34115 -3.66314 0.2 0.1 0.0 0.0583
C -0.12525 -1.18323 -2.35910 -0.1 0.0 0.0 -0.2354
H -1.04686 3.15723 1.16695 0.0 0.1 -0.1 0.3473
H 2.40046 -3.60586 6.04798 0.0 0.0 0.0 0.3914
C 3.38449 -2.80903 1.56688 0.0 0.0 0.0 -0.7831
N -6.29461 2.96960 -2.17427 -0.1 -0.2 0.0 -0.3562
H 6.59598 6.97082 -3.17344 0.0 0.0 0.0 0.3699
H -0.51840 5.64863 -5.25414 0.0 0.0 0.0 0.5277
C 2.77280 -2.40165 0.39224 0.0 0.0 0.1 0.4280
N 0.67490 -0.27250 -1.80975 0.0 0.0 0.1 0.1573
H -4.55732 4.51574 -2.98187 -0.1 0.0 -0.1 0.3891
C 1.97494 -0.34465 -2.08842 0.1 0.2 -0.3 -0.2384
C 2.90884 -4.55317 6.19064 0.0 0.0 0.0 -0.2420
H -1.17832 -1.09754 -2.11318 0.0 0.0 0.0 0.4453
C 4.04867 1.69971 0.22927 -0.7 -0.4 0.2 0.5593
N 5.72621 5.82293 -1.70849 0.1 0.1 -0.2 -0.2999
H 8.88752 6.83513 -2.21886 0.0 0.0 0.0 0.3600
H 0.59439 2.40400 -1.18264 0.0 0.3 -0.1 0.1154
C -1.04750 2.95741 0.08783 0.0 0.0 -0.5 -0.6121
C 4.10699 -6.23923 5.24633 0.0 0.0 -0.1 -0.0010
H 2.95914 4.74739 0.24245 0.2 -0.2 -0.1 0.6225
H -3.01805 -6.21044 1.20168 0.0 0.0 0.0 0.3769
C 0.46025 5.72217 -4.80070 0.0 0.0 0.0 -0.7165
H -5.94007 -7.79558 3.44490 0.0 0.0 0.0 0.3964
C -3.27511 6.15346 -3.56582 0.0 0.0 0.1 -0.4884
C 2.25683 -3.37452 -0.45108 -0.1 0.0 0.0 -0.0973
H 0.35637 4.16771 -1.04342 0.0 -0.2 0.0 0.1940
H 2.60190 0.40465 -1.61755 -0.1 -0.2 -0.2 0.3848
H -8.53447 1.30381 -4.05216 0.0 0.0 0.0 0.3668
C -3.12632 7.20627 -4.45504 0.0 0.0 0.0 -0.4336
C 7.15986 4.97383 0.00980 0.0 0.0 0.0 -0.6295
H -6.94799 -11.79542 4.60664 0.0 0.0 0.0 0.3430
C -5.31230 5.62746 -4.66447 0.0 0.0 -0.1 -0.1544
H 3.62868 -6.88066 8.52184 0.0 0.0 0.0 0.3675
O 3.90657 2.99252 0.65700 0.2 -0.4 -0.5 -0.4761
N 2.97117 -5.10944 1.04145 0.0 0.0 0.0 -0.6020
```
Forces are in eV/Å.

Computed properties:
SMILES: CC(=O)OCCCCNC(=O)O.c1ccncc1.c1ccncc1.c1ccncc1.c1ccncc1.c1ccncc1.c1ccncc1.c1ccncc1.c1ccncc1.c1ccncc1
Multiplicity: 1
E_HOMO (eV): -9.016